Computed, not measured: C6H10O in the gas phase, with wB97M-V/def2-TZVPD.

Calculated values
- energy relative to the best compared isomer or geometry (same formula, charge and spin) (kJ/mol) = 105.7
- largest force on an atom (hartree/bohr) = 0.012
- SMILES = C[C@H]1C[C@H]1CC=O
- frontier orbital gap (Eh) = 0.3987
- E (eV) = -8430.1447
- LUMO level (eV) = 1.06
- molecular weight (g mol⁻¹) = 98.145
- HOMO (eV) = -9.786

```
17
Properties=species:S:1:pos:R:3:forces:R:3:mulliken_charge:R:1
C -2.3832 -0.0860 0.0816 0.009 -0.093 0.049 -1.40
C -1.1231 0.6854 -0.2135 -0.115 0.055 -0.136 0.21
C -0.0626 1.0681 0.7763 0.028 0.163 0.106 -0.84
C 0.2961 0.2166 -0.4154 0.148 0.109 -0.091 0.18
C 1.1001 -1.0384 -0.1725 -0.092 0.068 0.019 -0.81
C 2.5671 -0.6243 -0.2457 0.127 0.213 -0.055 0.10
O 2.9435 0.4960 -0.4949 -0.043 -0.590 0.143 -0.46
H -3.1987 0.6255 0.2600 0.105 -0.188 0.055 0.37
H -2.3101 -0.7398 0.9556 0.092 0.038 -0.102 0.31
H -2.6615 -0.6920 -0.7876 -0.017 0.017 0.160 0.32
H -1.3135 1.4879 -0.9239 -0.073 -0.136 0.013 0.32
H 0.3172 2.0806 0.8623 -0.188 -0.043 -0.086 0.23
H -0.1074 0.5369 1.7295 0.093 0.040 -0.243 0.23
H 0.7272 0.7397 -1.2618 0.104 0.183 0.246 0.29
H 0.9594 -1.8510 -0.9015 -0.051 0.170 0.048 0.31
H 0.9346 -1.4823 0.8190 -0.020 0.034 -0.151 0.27
H 3.3149 -1.4231 -0.0675 -0.106 -0.041 0.027 0.37
```
Forces are in eV/Å.